{"formula": "C44H47IN8O3S", "method": "ωB97M-V/def2-TZVPD", "elements": ["O", "C", "O", "S", "O", "C", "C", "C", "I", "H", "H", "H", "H", "H", "H", "H", "N", "C", "C", "C", "C", "C", "H", "H", "H", "H", "H", "N", "C", "C", "C", "C", "C", "H", "H", "H", "H", "H", "N", "C", "C", "C", "C", "C", "H", "H", "H", "H", "H", "N", "C", "C", "C", "C", "C", "H", "H", "H", "H", "H", "N", "C", "C", "C", "C", "C", "H", "H", "H", "H", "H", "N", "C", "C", "C", "C", "C", "H", "H", "H", "H", "H", "N", "C", "C", "C", "C", "C", "H", "H", "H", "H", "H", "N", "C", "C", "C", "C", "C", "H", "H", "H", "H", "H"], "xyz": [[-7.965, 3.913, 0.450], [-6.957, 3.176, 0.603], [-6.417, 3.078, 1.924], [-7.367, 1.865, 2.694], [-6.489, 2.477, -0.530], [-5.032, 2.493, -0.629], [-4.387, 1.354, 0.306], [-3.006, 1.871, 0.995], [-1.450, 1.952, -0.537], [-6.910, 0.610, 2.310], [-4.571, 3.531, -0.479], [-4.793, 2.184, -1.715], [-5.080, 1.051, 1.178], [-4.216, 0.427, -0.340], [-3.154, 2.860, 1.552], [-2.690, 1.030, 1.719], [-2.798, 6.520, 1.819], [-2.915, 7.208, 2.965], [-4.065, 7.229, 3.739], [-5.161, 6.500, 3.304], [-5.069, 5.780, 2.122], [-3.873, 5.821, 1.422], [-2.032, 7.765, 3.262], [-4.101, 7.801, 4.658], [-6.080, 6.492, 3.881], [-5.904, 5.202, 1.754], [-3.750, 5.273, 0.494], [2.081, 0.541, 1.009], [2.096, 1.766, 0.459], [3.218, 2.577, 0.414], [4.395, 2.101, 0.974], [4.408, 0.839, 1.551], [3.233, 0.104, 1.542], [1.150, 2.094, 0.037], [3.173, 3.557, -0.046], [5.295, 2.707, 0.960], [5.309, 0.436, 1.998], [3.193, -0.890, 1.978], [6.431, 0.118, 4.236], [5.603, 0.940, 4.903], [5.762, 1.277, 6.238], [6.834, 0.732, 6.929], [7.703, -0.121, 6.265], [7.461, -0.393, 4.928], [4.778, 1.338, 4.321], [5.065, 1.947, 6.724], [6.991, 0.971, 7.975], [8.550, -0.565, 6.774], [8.115, -1.052, 4.365], [3.455, -3.821, 1.324], [4.323, -4.486, 0.545], [4.052, -4.868, -0.759], [2.812, -4.549, -1.292], [1.895, -3.863, -0.508], [2.262, -3.523, 0.783], [5.277, -4.716, 1.007], [4.791, -5.401, -1.341], [2.562, -4.832, -2.309], [0.917, -3.598, -0.892], [1.582, -2.983, 1.434], [6.352, -6.959, -0.500], [6.480, -7.962, 0.383], [7.429, -8.966, 0.277], [8.297, -8.938, -0.805], [8.185, -7.913, -1.734], [7.205, -6.955, -1.537], [5.777, -7.943, 1.209], [7.488, -9.750, 1.022], [9.052, -9.706, -0.923], [8.846, -7.860, -2.590], [7.080, -6.131, -2.234], [9.893, -4.616, 1.503], [11.073, -3.983, 1.412], [11.642, -3.579, 0.215], [10.956, -3.847, -0.961], [9.735, -4.503, -0.897], [9.249, -4.862, 0.350], [11.572, -3.799, 2.357], [12.597, -3.069, 0.202], [11.369, -3.548, -1.918], [9.173, -4.728, -1.794], [8.297, -5.373, 0.453], [-6.455, 0.648, -3.383], [-7.570, 1.397, -3.334], [-8.643, 1.241, -4.197], [-8.562, 0.257, -5.171], [-7.421, -0.530, -5.246], [-6.404, -0.298, -4.334], [-7.583, 2.154, -2.557], [-9.517, 1.871, -4.110], [-9.381, 0.105, -5.867], [-7.324, -1.307, -5.995], [-5.494, -0.889, -4.350], [-10.778, 3.540, -5.075], [-10.646, 4.741, -5.659], [-11.661, 5.681, -5.728], [-12.888, 5.364, -5.165], [-13.054, 4.128, -4.557], [-11.976, 3.259, -4.537], [-9.669, 4.942, -6.087], [-11.496, 6.637, -6.210], [-13.708, 6.073, -5.200], [-13.998, 3.847, -4.108], [-12.054, 2.282, -4.069]], "spin_multiplicity": 1, "max_force_ev_per_a": 5.5, "energy_ev": -83385.15623, "charge": 0, "homo_lumo_gap_ev": 8.961}

=====

{"formula": "C44H47IrN4S3Si", "method": "ωB97M-V/def2-TZVPD", "elements": ["Ir", "C", "Si", "C", "C", "C", "C", "C", "C", "N", "C", "S", "H", "H", "H", "H", "H", "H", "H", "H", "H", "H", "H", "H", "S", "C", "S", "C", "C", "N", "C", "N", "C", "C", "C", "C", "C", "C", "C", "C", "C", "C", "C", "C", "C", "C", "H", "H", "H", "H", "H", "H", "H", "H", "H", "H", "H", "C", "C", "C", "C", "C", "C", "C", "C", "N", "C", "C", "C", "C", "C", "C", "C", "C", "C", "C", "H", "H", "H", "H", "H", "H", "H", "H", "H", "H", "H", "H", "H", "H", "H", "H", "H", "H", "H", "H", "H", "H", "H", "H"], "xyz": [[0.709, -1.121, -1.058], [-2.920, 4.221, -2.412], [-2.867, 4.183, -0.529], [-1.583, 5.393, 0.145], [-4.548, 4.875, 0.042], [-2.726, 2.454, 0.188], [-3.690, 1.940, 1.034], [-3.578, 0.641, 1.535], [-2.487, -0.096, 1.123], [-1.531, 0.356, 0.317], [-1.605, 1.626, -0.137], [-0.336, 2.267, -1.098], [-3.300, 5.186, -2.762], [-3.583, 3.438, -2.787], [-1.931, 4.044, -2.829], [-1.784, 6.404, -0.219], [-0.585, 5.090, -0.166], [-1.613, 5.414, 1.237], [-4.721, 5.848, -0.428], [-4.586, 5.021, 1.124], [-5.377, 4.222, -0.239], [-4.547, 2.546, 1.312], [-4.314, 0.213, 2.202], [-2.367, -1.126, 1.457], [0.290, -3.789, -1.563], [1.952, -3.968, -1.251], [2.787, -2.507, -0.839], [2.629, -5.189, -1.296], [4.013, -5.296, -1.029], [5.146, -5.418, -0.832], [1.961, -6.402, -1.586], [1.447, -7.415, -1.799], [-4.135, -3.891, -2.477], [-3.472, -3.141, -1.515], [-2.456, -2.272, -1.872], [-2.071, -2.127, -3.205], [-2.766, -2.871, -4.166], [-3.777, -3.748, -3.811], [-1.014, -1.212, -3.646], [0.032, -0.696, -2.952], [0.851, 0.291, -3.709], [0.249, 1.291, -4.477], [1.005, 2.236, -5.154], [2.391, 2.209, -5.082], [3.007, 1.224, -4.321], [2.249, 0.285, -3.641], [-4.923, -4.577, -2.190], [-3.751, -3.227, -0.470], [-1.959, -1.682, -1.119], [-2.486, -2.766, -5.209], [-4.282, -4.325, -4.577], [-1.110, -0.962, -4.706], [-0.832, 1.357, -4.498], [0.504, 3.012, -5.723], [2.983, 2.954, -5.601], [4.089, 1.186, -4.252], [2.743, -0.483, -3.061], [-1.825, -4.625, 1.752], [-1.095, -3.467, 2.377], [-1.205, -3.175, 3.730], [-0.533, -2.084, 4.281], [-0.654, -1.778, 5.751], [0.257, -1.284, 3.477], [0.392, -1.536, 2.088], [-0.309, -2.651, 1.582], [1.105, -0.822, 1.158], [2.045, 0.247, 1.536], [3.110, -0.223, 2.549], [4.057, 0.937, 2.883], [4.806, 1.377, 1.625], [3.785, 1.833, 0.583], [3.009, 3.036, 1.116], [2.260, 2.615, 2.379], [3.252, 2.118, 3.435], [1.274, 1.500, 2.023], [2.822, 0.681, 0.279], [-2.060, -5.394, 2.490], [-1.228, -5.068, 0.954], [-2.764, -4.293, 1.300], [-1.819, -3.802, 4.370], [-1.417, -2.399, 6.220], [-0.923, -0.733, 5.914], [0.291, -1.959, 6.270], [0.743, -0.444, 3.939], [-0.201, -2.883, 0.528], [3.660, -1.053, 2.094], [2.679, -0.602, 3.473], [4.773, 0.595, 3.639], [5.395, 0.541, 1.233], [5.502, 2.191, 1.864], [4.294, 2.104, -0.348], [2.293, 3.378, 0.365], [3.696, 3.862, 1.337], [1.694, 3.467, 2.773], [2.714, 1.815, 4.342], [3.934, 2.928, 3.719], [0.624, 1.822, 1.208], [0.640, 1.287, 2.879], [3.395, -0.169, -0.101], [2.108, 0.989, -0.490]], "de_lowest_kj_mol": 29.1, "spin_multiplicity": 5, "max_force_ev_per_a": 0.5, "s_squared": 6.0588, "energy_ev": -95575.29812, "charge": -2, "homo_lumo_gap_ev": [5.180, 5.141]}

=====

{"formula": "C44H47IrP2S", "method": "ωB97M-V/def2-TZVPD", "elements": ["Ir", "C", "C", "C", "C", "C", "C", "C", "C", "C", "C", "C", "C", "H", "H", "H", "H", "H", "H", "H", "H", "H", "H", "H", "H", "H", "H", "H", "H", "H", "H", "C", "C", "P", "C", "C", "C", "C", "C", "C", "C", "C", "C", "C", "C", "C", "P", "C", "C", "C", "C", "C", "C", "C", "C", "C", "C", "C", "C", "H", "H", "H", "H", "H", "H", "H", "H", "H", "H", "H", "H", "H", "H", "H", "H", "H", "H", "H", "H", "H", "H", "H", "H", "S", "C", "C", "C", "C", "C", "C", "H", "H", "H", "H", "H"], "xyz": [[0.549, 0.288, -0.009], [0.604, 3.105, 2.733], [1.286, 2.450, 1.570], [1.260, 3.072, 0.294], [0.431, 4.313, 0.121], [2.081, 2.586, -0.726], [2.129, 3.230, -2.078], [2.966, 1.504, -0.465], [4.045, 1.206, -1.460], [2.894, 0.796, 0.748], [3.871, -0.324, 1.016], [2.060, 1.290, 1.791], [2.172, 0.765, 3.203], [1.319, 3.779, 3.216], [0.279, 2.386, 3.478], [-0.254, 3.698, 2.435], [-0.626, 4.104, 0.301], [0.526, 4.749, -0.866], [0.744, 5.069, 0.843], [2.908, 3.997, -2.106], [1.186, 3.699, -2.345], [2.358, 2.494, -2.847], [3.660, 0.638, -2.313], [4.862, 0.648, -1.017], [4.458, 2.138, -1.843], [4.810, 0.103, 1.378], [4.090, -0.897, 0.119], [3.514, -1.018, 1.771], [1.218, 0.396, 3.582], [2.494, 1.577, 3.856], [2.901, -0.031, 3.299], [-2.728, -0.422, 0.973], [-2.530, -1.384, -0.167], [-0.751, -1.821, -0.265], [-0.467, -2.749, 1.267], [0.629, -2.409, 2.060], [0.876, -3.086, 3.244], [0.020, -4.102, 3.644], [-1.079, -4.437, 2.865], [-1.327, -3.768, 1.678], [-0.825, -3.013, -1.618], [-1.377, -2.595, -2.831], [-1.486, -3.488, -3.880], [-1.023, -4.789, -3.734], [-0.454, -5.197, -2.536], [-0.345, -4.312, -1.477], [-1.685, 1.062, 0.707], [-2.468, 1.879, -0.711], [-3.835, 2.170, -0.696], [-4.405, 2.854, -1.756], [-3.621, 3.251, -2.832], [-2.268, 2.949, -2.861], [-1.692, 2.263, -1.802], [-2.175, 2.009, 2.174], [-2.035, 1.408, 3.427], [-2.483, 2.058, 4.563], [-3.057, 3.318, 4.458], [-3.168, 3.933, 3.219], [-2.718, 3.288, 2.077], [-2.431, -0.897, 1.911], [-3.767, -0.108, 1.077], [-2.841, -0.944, -1.117], [-3.104, -2.299, -0.022], [1.280, -1.603, 1.739], [1.729, -2.831, 3.859], [0.206, -4.637, 4.565], [-1.750, -5.225, 3.181], [-2.183, -4.034, 1.071], [-1.717, -1.573, -2.955], [-1.926, -3.172, -4.817], [-1.101, -5.486, -4.558], [-0.093, -6.211, -2.426], [0.097, -4.628, -0.541], [-4.442, 1.882, 0.154], [-5.464, 3.073, -1.747], [-4.063, 3.812, -3.645], [-1.663, 3.250, -3.706], [-0.637, 2.021, -1.819], [-1.576, 0.428, 3.510], [-2.383, 1.584, 5.530], [-3.415, 3.823, 5.345], [-3.608, 4.917, 3.138], [-2.808, 3.774, 1.115], [0.948, 0.013, -2.452], [1.800, -1.489, -2.719], [1.842, -1.999, -4.019], [2.495, -3.194, -4.267], [3.128, -3.879, -3.239], [3.117, -3.359, -1.953], [2.453, -2.175, -1.691], [1.357, -1.458, -4.822], [2.508, -3.593, -5.272], [3.633, -4.814, -3.439], [3.620, -3.886, -1.152], [2.441, -1.763, -0.687]], "de_lowest_kj_mol": 108.7, "spin_multiplicity": 1, "max_force_ev_per_a": 2.3, "energy_ev": -78630.52595, "charge": 2, "homo_lumo_gap_ev": 5.594}

=====

{"formula": "C44H47N8OPRbS2", "method": "ωB97M-V/def2-TZVPD", "elements": ["Rb", "C", "C", "C", "C", "N", "C", "C", "C", "C", "C", "C", "N", "C", "C", "C", "C", "C", "N", "H", "H", "H", "H", "H", "H", "H", "H", "H", "H", "H", "N", "P", "C", "C", "C", "C", "C", "C", "C", "C", "C", "C", "C", "C", "C", "C", "C", "C", "C", "N", "H", "H", "H", "H", "H", "H", "H", "H", "H", "H", "H", "H", "H", "H", "H", "C", "C", "S", "O", "C", "C", "H", "H", "H", "H", "H", "H", "H", "H", "H", "H", "C", "C", "N", "H", "H", "H", "C", "C", "C", "C", "N", "C", "S", "N", "C", "H", "H", "H", "H", "H", "H", "H", "H"], "xyz": [[-1.103, -0.168, -0.369], [-0.393, 2.747, 3.289], [0.617, 2.369, 4.157], [1.050, 1.052, 4.156], [0.448, 0.148, 3.287], [-0.524, 0.517, 2.452], [-0.930, 1.778, 2.452], [0.814, -1.294, 3.251], [1.511, -1.917, 4.287], [1.753, -3.277, 4.190], [1.300, -3.975, 3.083], [0.610, -3.274, 2.093], [0.390, -1.968, 2.189], [0.046, -3.931, 0.882], [0.430, -5.204, 0.471], [-0.137, -5.738, -0.675], [-1.063, -4.988, -1.379], [-1.383, -3.728, -0.892], [-0.853, -3.215, 0.207], [-0.767, 3.762, 3.273], [1.067, 3.091, 4.827], [1.853, 0.745, 4.813], [-1.743, 2.007, 1.769], [1.820, -1.371, 5.166], [2.271, -3.795, 4.988], [1.448, -5.044, 3.018], [1.168, -5.773, 1.019], [0.145, -6.726, -1.013], [-1.526, -5.366, -2.280], [-2.102, -3.101, -1.408], [-0.905, 2.621, -3.328], [-0.075, 2.510, -1.828], [0.270, 4.298, -1.567], [-0.298, 4.924, -0.461], [-0.106, 6.281, -0.237], [0.659, 7.023, -1.123], [1.228, 6.409, -2.233], [1.038, 5.055, -2.452], [1.569, 1.970, -2.434], [2.723, 2.339, -1.745], [3.961, 1.867, -2.148], [4.057, 1.014, -3.238], [2.912, 0.632, -3.920], [1.671, 1.101, -3.516], [-2.120, 2.003, -3.534], [-2.888, 2.243, -4.681], [-4.078, 1.562, -4.823], [-4.484, 0.674, -3.831], [-3.662, 0.522, -2.731], [-2.507, 1.162, -2.581], [-0.597, 3.279, -4.025], [-0.902, 4.337, 0.224], [-0.551, 6.760, 0.625], [0.814, 8.080, -0.952], [1.829, 6.988, -2.923], [1.503, 4.577, -3.307], [2.643, 3.013, -0.900], [4.855, 2.168, -1.614], [5.025, 0.651, -3.561], [2.986, -0.042, -4.764], [0.776, 0.790, -4.041], [-2.551, 2.952, -5.427], [-4.697, 1.727, -5.695], [-5.414, 0.129, -3.910], [-3.942, -0.135, -1.912], [-5.794, -0.047, 2.715], [-5.666, -1.172, 1.705], [-3.974, -1.281, 0.998], [-3.521, 0.125, 0.814], [-3.107, -1.913, 2.470], [-3.328, -3.410, 2.634], [-6.844, 0.182, 2.888], [-5.303, 0.847, 2.331], [-5.345, -0.306, 3.674], [-6.308, -0.997, 0.841], [-5.901, -2.154, 2.119], [-3.432, -1.340, 3.338], [-2.061, -1.684, 2.261], [-4.357, -3.642, 2.915], [-2.676, -3.806, 3.413], [-3.098, -3.933, 1.705], [-0.723, -3.094, -5.430], [-0.907, -2.247, -4.265], [-1.053, -1.578, -3.344], [-0.935, -2.528, -6.336], [-1.404, -3.943, -5.378], [0.302, -3.459, -5.468], [5.395, -2.107, 2.638], [4.497, -1.169, 1.905], [4.450, 0.179, 2.100], [3.503, 0.925, 1.352], [2.679, 0.369, 0.496], [2.779, -0.953, 0.215], [1.980, -1.700, -1.024], [3.679, -1.698, 0.968], [3.454, 2.413, 1.490], [5.916, -1.596, 3.443], [6.135, -2.537, 1.961], [4.812, -2.926, 3.062], [5.113, 0.657, 2.805], [3.716, -2.683, 0.751], [3.599, 2.726, 2.522], [2.505, 2.790, 1.113], [4.266, 2.845, 0.900]], "spin_multiplicity": 1, "max_force_ev_per_a": 1.1, "energy_ev": -91972.04900, "charge": 1, "homo_lumo_gap_ev": 7.879}